# 1
{
  "formula": "C4H13N4",
  "method": "ωB97M-V/def2-TZVPD",
  "elements": ["N", "N", "N", "N", "C", "C", "C", "C", "H", "H", "H", "H", "H", "H", "H", "H", "H", "H", "H", "H", "H"],
  "coordinates": [[1.57731, 0.19237, -0.33173], [-3.40312, -0.29744, 0.07465], [-0.16800, -2.21623, -0.02361], [-0.44450, -1.10643, -0.34039], [1.52791, 1.70680, -0.21740], [0.60136, -0.48727, -1.12601], [-2.36322, 0.48161, 0.04286], [2.19558, -0.49874, 0.84139], [2.53416, 2.11641, -0.35962], [-3.53826, -0.77248, 1.00188], [2.17291, -1.50419, 0.58980], [-1.66009, 0.36564, 0.81566], [-2.14360, 1.14999, -0.81628], [0.15952, 0.27844, -1.80273], [1.64585, -0.29294, 1.81766], [0.76089, 2.33888, -0.77357], [3.21598, -0.19530, 0.89546], [-0.91201, -2.66155, 0.56048], [1.36002, 1.81586, 0.91128], [-4.30323, -0.33162, -0.43530], [1.03778, -1.28269, -1.59586]],
  "forces_ev_per_a": [[-0.12, 1.70, 0.14], [-1.00, -0.05, 2.60], [0.22, -3.55, 1.04], [-1.92, 2.93, -0.09], [-0.21, -0.96, 2.51], [0.26, 2.88, 0.54], [-0.72, -0.83, -2.21], [-1.78, 2.30, -0.50], [-0.26, -0.06, -0.39], [0.27, 0.31, -1.30], [0.02, -2.07, -0.03], [0.44, 0.46, 1.02], [-0.40, -0.51, 0.71], [0.23, -0.85, 0.21], [0.65, -0.25, -1.04], [0.88, -1.44, 0.39], [0.72, 0.34, 0.34], [0.25, 0.39, -0.19], [-0.11, 0.68, -1.36], [1.31, 0.53, -0.50], [1.27, -1.96, -1.90]],
  "total_energy_ev": -10308.6503,
  "molar_mass_g_mol": 117.2,
  "total_charge": 1,
  "lumo_ev": -4.94
}

---

# 2
{
  "formula": "C4H13N4",
  "method": "ωB97M-V/def2-TZVPD",
  "elements": ["N", "N", "N", "N", "C", "C", "C", "C", "H", "H", "H", "H", "H", "H", "H", "H", "H", "H", "H", "H", "H"],
  "coordinates": [[1.11409, 1.33649, -1.48194], [-1.40081, 0.43497, -0.67502], [-0.07156, 1.83974, -1.69503], [-0.52756, -0.55614, -0.51234], [-0.78609, -1.87881, -1.04510], [0.62993, 0.54614, 1.40837], [0.46591, -0.27083, 2.65456], [0.59825, -0.29942, 0.17107], [0.38578, 0.30272, 3.58750], [-2.20660, 0.19591, -1.13511], [1.49993, 1.14658, 1.47982], [-0.65070, -2.65520, -0.20278], [-0.48906, 1.92506, -2.62391], [1.62695, 0.95603, -2.41935], [1.36947, -0.91723, 2.67134], [-0.49300, -0.79487, 2.64554], [1.40935, -1.06940, 0.13688], [-0.35568, 2.33320, -0.84049], [-1.84944, -1.77505, -1.45484], [-0.05188, -2.10648, -1.86641], [-0.21727, 1.30659, 1.19724]],
  "forces_ev_per_a": [[0.50, -0.21, -2.19], [3.37, 0.52, 2.43], [2.53, -1.05, 0.95], [-0.29, 1.70, 0.67], [-0.40, -1.26, -0.79], [-2.65, 2.57, -1.76], [-0.04, -0.64, 0.39], [0.80, -0.96, 0.00], [0.53, 0.23, -0.46], [-2.27, -1.47, -1.57], [1.11, 0.40, -0.24], [-0.57, 1.24, -1.48], [-0.13, 0.13, 0.46], [-2.08, 0.81, 2.50], [-0.88, -0.10, 0.54], [0.35, -0.57, -0.18], [-1.10, 0.36, -0.33], [-0.63, 0.17, -1.16], [1.60, -0.94, 0.55], [-0.84, 0.12, 0.70], [1.09, -1.08, 0.98]],
  "total_energy_ev": -10307.8381,
  "molar_mass_g_mol": 117.2,
  "total_charge": 1,
  "lumo_ev": [-4.37, -4.37]
}

---

# 3
{
  "formula": "C4H13N4O",
  "method": "ωB97M-V/def2-TZVPD",
  "elements": ["O", "N", "N", "N", "N", "C", "C", "C", "C", "H", "H", "H", "H", "H", "H", "H", "H", "H", "H", "H", "H", "H"],
  "coordinates": [[0.47834, -0.90270, -1.09537], [-1.36011, -0.22473, 0.62049], [-0.07882, -0.92680, 2.45668], [2.12280, 0.56094, -0.73661], [-0.39965, -2.39608, 0.78015], [-0.60546, -1.09287, 1.24667], [1.04995, 0.12509, -1.45339], [0.47317, 1.12872, -2.41178], [-1.36615, 1.19640, 0.91765], [-0.27099, -2.44165, -0.22357], [0.25293, 0.52912, -3.30178], [-1.56560, -0.50166, -0.33017], [1.13198, 1.93784, -2.70117], [-1.34769, 1.44303, 1.97251], [-0.57270, 1.71049, 0.37479], [0.65035, -1.61449, 2.58809], [2.74163, -0.02583, -0.19817], [2.53429, 1.45050, -0.97126], [-0.48117, 1.48375, -2.02915], [0.04111, -0.02341, 2.88635], [-2.29282, 1.60641, 0.52025], [-1.13538, -3.02208, 1.08879]],
  "forces_ev_per_a": [[0.44, 0.23, -1.60], [0.46, 0.09, 0.39], [0.50, 0.33, -0.49], [0.61, 0.64, -0.54], [-0.47, 0.15, -0.19], [-0.37, -1.28, 0.43], [0.14, 0.62, 2.18], [-0.13, -1.20, -0.81], [-0.56, 0.56, -0.76], [-0.10, 0.07, 0.07], [-0.13, 0.33, -0.09], [-0.17, 0.07, 0.04], [0.06, 0.11, 0.19], [0.11, -0.28, 0.13], [0.27, -0.07, 0.25], [-0.07, 0.09, 0.54], [-0.46, -0.41, -0.01], [0.01, -0.08, -0.19], [0.03, 0.14, 0.02], [-0.19, 0.00, 0.08], [-0.10, -0.02, 0.13], [0.15, -0.09, 0.20]],
  "total_energy_ev": -12361.7325,
  "molar_mass_g_mol": 133.2,
  "total_charge": 1,
  "lumo_ev": -2.71
}

---

# 4
{
  "formula": "C4H13N4O",
  "method": "ωB97M-V/def2-TZVPD",
  "elements": ["O", "N", "N", "N", "N", "C", "C", "C", "C", "H", "H", "H", "H", "H", "H", "H", "H", "H", "H", "H", "H", "H"],
  "coordinates": [[-0.67054, -1.27540, -0.43716], [0.68218, 0.20775, 1.52048], [0.24118, -3.15841, -1.25525], [1.40592, 2.00517, 0.31426], [-0.72859, 1.99196, 1.21571], [-0.80721, -2.36292, -0.98867], [1.64281, 3.42325, 0.21504], [0.41518, 1.38060, 0.95084], [-2.17237, -2.92270, -1.27600], [-0.01506, -0.46384, 1.78930], [-1.01240, 2.85644, 0.79150], [1.15871, -2.89382, -0.93324], [2.00071, 1.44064, -0.25341], [0.90580, 3.97538, -0.38564], [-2.80015, -2.10953, -1.64197], [2.63253, 3.61024, -0.18105], [-1.45590, 1.47224, 1.66492], [0.19810, -4.07554, -1.62812], [1.54475, 3.93932, 1.17609], [-2.15544, -3.72857, -2.00625], [-2.63409, -3.24997, -0.35008], [1.62387, -0.06231, 1.69871]],
  "forces_ev_per_a": [[0.16, 0.09, -0.11], [-0.32, -0.14, -0.09], [0.92, 0.31, 0.18], [0.21, 0.03, -0.26], [-0.36, 0.05, -0.18], [-0.48, -0.19, 0.68], [-1.10, 1.43, 0.24], [0.53, 0.23, 1.03], [-0.13, 0.40, -0.51], [-0.30, 0.08, -0.29], [0.17, 0.00, -0.36], [-0.13, 0.27, -0.04], [0.32, -0.51, 0.06], [0.20, -0.44, -0.42], [0.06, -0.07, -0.10], [0.05, -0.11, -0.04], [-0.17, -0.08, 0.35], [-0.53, -0.56, -0.33], [0.36, -0.48, 0.20], [-0.07, -0.07, 0.08], [0.11, -0.22, 0.16], [0.49, -0.01, -0.24]],
  "total_energy_ev": -12362.1160,
  "molar_mass_g_mol": 133.2,
  "total_charge": 1,
  "lumo_ev": -2.61
}